(1)
{
  "formula": "C41H64Cl5NOPPdSbSe",
  "method": "wB97M-V/def2-TZVPD",
  "e_homo_ev": -0.93,
  "total_charge": -2,
  "multiplicity": 1,
  "homo_lumo_gap_ev": 4.75,
  "e_above_lowest_kcal_mol": 4.88,
  "elements": ["Sb", "Pd", "Se", "Cl", "Cl", "Cl", "Cl", "Cl", "P", "O", "N", "C", "C", "C", "C", "C", "C", "C", "C", "C", "C", "C", "C", "C", "C", "C", "C", "C", "C", "C", "C", "C", "C", "C", "C", "C", "C", "C", "C", "C", "C", "C", "C", "C", "C", "C", "C", "C", "C", "C", "C", "C", "H", "H", "H", "H", "H", "H", "H", "H", "H", "H", "H", "H", "H", "H", "H", "H", "H", "H", "H", "H", "H", "H", "H", "H", "H", "H", "H", "H", "H", "H", "H", "H", "H", "H", "H", "H", "H", "H", "H", "H", "H", "H", "H", "H", "H", "H", "H", "H", "H", "H", "H", "H", "H", "H", "H", "H", "H", "H", "H", "H", "H", "H", "H", "H"],
  "xyz": [[1.532, 1.500, -1.756], [0.931, 0.920, 0.631], [-1.203, 1.380, 2.013], [7.623, 0.025, 4.092], [5.133, 4.339, 1.937], [7.695, 3.008, 3.170], [2.447, -0.343, 2.514], [5.005, -1.650, 3.780], [-1.384, -2.761, 1.373], [-0.321, -1.752, 1.605], [-1.629, 6.012, 2.911], [-0.621, -4.281, 0.595], [3.906, 0.638, 2.727], [3.805, -0.270, -2.813], [-3.360, -3.999, 3.155], [-2.804, -1.366, 4.392], [3.690, 1.117, -2.180], [6.199, 0.758, 3.416], [1.773, 4.517, -2.864], [1.482, 1.604, -4.966], [-1.370, 3.223, 2.372], [2.401, 4.065, -0.484], [-0.446, 5.430, 2.679], [-1.356, -5.086, -0.486], [5.056, 2.631, 2.470], [-4.792, -2.041, -1.105], [-0.264, 4.085, 2.414], [5.025, 0.018, 3.275], [-2.610, 3.833, 2.614], [-4.103, -2.111, 4.673], [-1.668, -2.345, 4.131], [-4.820, -0.582, -0.666], [-3.880, -2.883, -0.187], [0.019, 4.054, -1.153], [-4.463, -2.986, 3.478], [0.405, -0.370, -3.882], [1.435, 3.706, -1.616], [4.353, 1.044, -0.805], [0.655, 1.133, -3.776], [-2.681, 5.189, 2.872], [-1.322, -4.440, -1.869], [-2.300, -0.975, -0.580], [-2.781, -2.011, 0.448], [0.796, -3.920, 0.116], [4.426, 2.138, -3.042], [3.875, 1.953, 2.312], [-3.426, 0.043, -0.829], [-1.958, -3.381, 3.026], [0.775, -3.205, -1.229], [6.222, 2.088, 3.004], [-0.701, 1.837, -3.809], [0.099, -4.069, -2.289], [-3.331, 0.447, -1.840], [-0.098, -0.601, -4.833], [0.684, -4.988, -2.429], [-0.238, -0.714, -3.069], [3.454, -0.301, -3.847], [3.447, 3.916, -0.757], [1.697, 2.672, -4.915], [-4.632, -2.320, 2.631], [2.432, 1.076, -5.049], [1.049, 4.356, -3.665], [-4.419, -2.086, -2.134], [0.256, -2.247, -1.115], [-5.558, -0.021, -1.244], [-0.854, -6.061, -0.555], [-5.403, -3.521, 3.650], [-1.773, -5.118, -2.601], [3.894, 0.271, -0.184], [1.290, -3.296, 0.859], [0.923, 1.421, -5.896], [-1.930, -3.534, -1.868], [1.366, -4.854, 0.021], [-1.472, -2.902, 5.057], [-3.216, -1.412, 1.261], [-0.594, 2.919, -3.881], [1.327, -0.953, -3.840], [-1.232, -4.185, 3.188], [5.463, 1.805, -3.197], [-0.260, 3.473, -0.270], [-3.650, 5.649, 3.056], [-0.731, 3.875, -1.927], [-1.407, -0.453, -0.225], [3.972, 2.275, -4.025], [-0.021, 5.119, -0.887], [-2.919, -0.692, 3.536], [-3.984, -2.735, 5.569], [5.420, 0.807, -0.925], [4.273, 1.971, -0.236], [-3.293, 0.870, -0.129], [0.419, 6.087, 2.706], [-3.331, -4.724, 3.977], [-2.384, -5.303, -0.184], [-2.043, -1.484, -1.513], [2.209, 3.466, 0.413], [-1.292, 1.619, -2.917], [-0.509, -4.948, 1.456], [-2.534, -0.723, 5.232], [0.732, 3.692, 2.237], [3.244, -1.013, -2.237], [-1.274, 1.500, -4.686], [1.795, -2.954, -1.531], [1.744, 5.587, -2.614], [4.858, -0.583, -2.813], [-5.141, -0.522, 0.380], [-3.442, -3.685, -0.780], [2.281, 5.124, -0.218], [0.080, -3.555, -3.254], [-4.484, -3.367, 0.577], [2.768, 4.297, -3.256], [-4.916, -1.410, 4.879], [-0.758, -1.802, 3.875], [-5.797, -2.473, -1.120], [4.473, 3.111, -2.551], [-3.617, -4.572, 2.257], [-3.516, 3.238, 2.593]],
  "atomic_forces_ev_per_a": [[0.28, 0.05, 0.55], [-0.27, 0.00, -0.60], [-0.14, -0.01, 0.11], [0.00, 0.00, 0.00], [0.01, 0.00, 0.01], [0.00, 0.00, 0.00], [0.06, -0.04, 0.02], [0.00, 0.00, 0.00], [0.07, 0.02, 0.05], [0.10, -0.01, -0.07], [-0.01, -0.01, 0.00], [0.01, -0.02, -0.01], [0.00, 0.02, -0.04], [0.00, 0.00, 0.00], [-0.02, 0.02, 0.01], [0.02, -0.01, -0.01], [0.01, -0.01, -0.03], [0.01, 0.00, 0.00], [0.02, -0.03, -0.01], [0.00, -0.01, 0.00], [0.00, 0.03, -0.04], [-0.07, -0.05, -0.04], [0.00, 0.00, 0.00], [0.00, -0.02, 0.02], [-0.01, 0.01, 0.03], [-0.02, -0.01, 0.01], [0.04, -0.01, 0.01], [-0.01, 0.01, -0.01], [0.01, 0.00, 0.02], [0.00, 0.01, -0.01], [0.04, 0.02, 0.01], [-0.01, 0.01, -0.01], [-0.01, 0.00, 0.01], [0.01, 0.00, -0.02], [0.00, -0.06, -0.05], [0.00, -0.03, -0.01], [0.09, 0.06, -0.02], [-0.01, 0.02, -0.02], [-0.09, 0.01, 0.05], [0.01, 0.01, 0.00], [0.06, 0.02, -0.02], [0.02, 0.03, 0.02], [-0.02, 0.05, 0.05], [0.00, 0.00, 0.00], [-0.01, -0.01, 0.02], [-0.01, 0.01, 0.09], [0.01, -0.01, 0.04], [0.00, -0.02, 0.00], [0.00, 0.03, 0.00], [0.00, -0.01, -0.01], [0.01, -0.02, -0.03], [0.01, -0.01, 0.00], [0.05, 0.03, -0.04], [0.00, 0.00, 0.00], [0.01, 0.01, -0.01], [-0.03, -0.03, 0.05], [0.00, 0.01, 0.00], [0.00, 0.01, -0.02], [0.01, 0.00, -0.01], [-0.02, 0.00, -0.17], [-0.01, -0.02, 0.01], [-0.02, 0.01, -0.02], [0.01, 0.00, 0.00], [0.00, 0.00, 0.00], [-0.01, 0.01, 0.01], [0.02, 0.02, -0.01], [0.01, 0.00, 0.00], [-0.01, 0.00, 0.00], [-0.01, 0.00, -0.02], [0.01, -0.01, 0.00], [0.00, 0.00, 0.00], [0.09, 0.02, -0.06], [0.00, 0.00, -0.01], [-0.01, -0.02, 0.00], [-0.03, -0.03, -0.01], [0.00, 0.01, 0.00], [-0.01, 0.01, 0.00], [-0.03, -0.02, 0.00], [0.01, 0.00, 0.00], [-0.01, -0.01, -0.02], [0.00, 0.00, 0.00], [0.01, 0.00, 0.01], [0.01, -0.03, -0.03], [0.01, 0.00, 0.01], [-0.01, -0.01, 0.01], [-0.01, 0.00, -0.01], [0.00, -0.01, 0.00], [0.01, -0.01, 0.00], [0.01, -0.02, -0.06], [0.01, 0.02, -0.02], [0.00, 0.00, 0.00], [0.01, 0.00, 0.01], [-0.01, -0.02, 0.00], [0.06, -0.03, -0.04], [0.07, 0.01, -0.02], [-0.05, -0.03, 0.05], [-0.01, 0.02, 0.00], [0.00, 0.01, -0.01], [-0.02, -0.01, 0.02], [-0.01, 0.00, 0.01], [0.00, 0.00, 0.00], [0.00, -0.02, 0.00], [0.00, 0.00, 0.00], [0.01, 0.00, -0.01], [0.00, -0.02, 0.00], [-0.12, 0.08, 0.13], [-0.03, 0.01, 0.00], [0.00, 0.02, 0.00], [-0.09, 0.00, 0.20], [-0.03, 0.00, 0.02], [0.00, 0.00, 0.00], [-0.01, -0.01, 0.01], [0.00, 0.00, -0.01], [0.01, 0.00, 0.01], [0.00, 0.01, 0.02], [0.00, 0.00, 0.00]],
  "lowdin_charge": [1.5520, -0.1826, 0.6254, 0.5920, 0.5418, 0.5795, 0.6179, 0.5930, 0.8153, -0.3986, 0.0047, -0.3255, -0.7049, -0.1459, -0.1908, -0.2081, -0.6911, -0.7229, -0.1247, -0.1249, -0.7025, -0.1596, -0.1864, -0.1995, -0.7136, -0.1932, -0.1427, -0.7132, -0.1555, -0.2122, -0.1903, -0.2052, -0.1876, -0.1404, -0.2114, -0.1513, -0.6901, -0.1534, -0.6990, -0.2144, -0.2050, -0.2210, -0.3313, -0.1960, -0.1240, -0.1466, -0.1922, -0.3367, -0.1951, -0.7197, -0.1413, -0.1979, 0.0999, 0.0775, 0.1082, 0.0518, 0.0489, 0.0441, 0.0558, 0.0908, 0.0513, 0.0504, 0.1092, 0.0927, 0.1012, 0.1118, 0.1044, 0.1092, 0.0505, 0.1003, 0.0762, 0.0780, 0.1160, 0.1142, 0.0993, 0.0534, 0.0547, 0.1008, 0.0759, 0.0304, 0.0801, 0.0553, 0.0348, 0.0515, 0.0832, 0.0670, 0.1073, 0.0863, 0.0390, 0.0704, 0.0917, 0.1095, 0.0920, 0.0901, 0.0324, 0.0624, 0.1014, 0.1126, 0.0802, 0.0573, 0.0771, 0.1053, 0.0777, 0.0777, 0.1071, 0.0659, 0.0831, 0.0990, 0.0898, 0.0534, 0.1039, 0.0981, 0.0999, 0.0592, 0.0923, 0.0756]
}


(2)
{
  "formula": "C37H38F20INO20S",
  "method": "wB97M-V/def2-TZVPD",
  "e_homo_ev": -9.62,
  "total_charge": 0,
  "multiplicity": 1,
  "smiles": "COC[C@](I)(CCC(F)(F)F)O[C@H](CCCS(=O)(=O)O)[C@](N)(C(F)(F)c1cccc(C(F)(F)F)c1)C(F)(F)C(F)(F)C(F)(F)F.O=C1OC[C@@H](F)O1.O=C1OC[C@@H](F)O1.O=C1OC[C@@H](F)O1.O=C1OC[C@@H](F)O1.O=C1OC[C@@H](F)O1",
  "homo_lumo_gap_ev": 8.95,
  "elements": ["I", "S", "F", "F", "F", "F", "F", "F", "F", "F", "F", "F", "F", "F", "F", "F", "F", "F", "F", "F", "F", "F", "O", "O", "O", "O", "O", "O", "O", "O", "O", "O", "O", "O", "O", "O", "O", "O", "O", "O", "O", "O", "N", "C", "C", "C", "C", "C", "C", "C", "C", "C", "C", "C", "C", "C", "C", "C", "C", "C", "C", "C", "C", "C", "C", "C", "C", "C", "C", "C", "C", "C", "C", "C", "C", "C", "C", "C", "C", "C", "H", "H", "H", "H", "H", "H", "H", "H", "H", "H", "H", "H", "H", "H", "H", "H", "H", "H", "H", "H", "H", "H", "H", "H", "H", "H", "H", "H", "H", "H", "H", "H", "H", "H", "H", "H", "H", "H"],
  "xyz": [[0.699, -2.506, -0.893], [-2.567, 4.669, 0.545], [-8.135, -3.182, -0.677], [-8.072, -1.105, 0.247], [-4.234, -1.172, 1.187], [3.916, 1.822, 0.005], [6.383, 3.363, 3.205], [-7.326, -1.500, -1.980], [-4.950, -2.694, -3.086], [-3.006, 3.623, 5.260], [-1.026, 1.245, -7.287], [0.933, 0.807, -6.164], [-5.466, -0.060, -0.355], [3.475, 1.920, -2.247], [3.276, -4.890, -4.405], [-6.206, -2.596, 1.358], [8.511, -6.156, -3.646], [-1.651, 11.067, 3.953], [-4.904, -0.394, -3.126], [-0.765, 2.048, -5.127], [1.987, 2.947, -0.851], [-5.652, -3.716, -0.524], [-1.710, 4.987, -0.867], [-3.562, 5.806, 0.778], [-0.051, 5.314, 5.634], [4.499, 2.144, 3.289], [5.293, -9.195, -3.443], [3.397, -7.279, -1.953], [-1.626, 4.596, 1.729], [-4.854, 8.017, 4.172], [3.194, 0.298, 3.410], [-3.541, 9.857, 4.044], [2.836, -6.033, -0.147], [-0.185, 5.883, 7.823], [-1.921, 4.842, 6.806], [-2.682, 7.914, 4.805], [7.462, -9.305, -2.803], [6.615, -7.358, -3.565], [-1.606, -0.755, 0.204], [-0.565, -1.690, 2.365], [5.365, 0.205, 4.050], [3.114, -5.050, -2.169], [-2.929, -2.896, -1.071], [-1.175, -0.412, -5.467], [-3.601, 3.142, 0.311], [-0.674, 5.389, 6.845], [-0.488, 0.935, -6.003], [-1.610, 8.841, 4.706], [0.492, 0.587, -0.499], [-3.791, 8.547, 4.323], [2.085, 0.396, -0.834], [-7.359, -1.963, -0.654], [0.363, -0.842, 1.645], [-2.323, 10.155, 4.694], [3.497, -6.971, -3.336], [-0.627, -1.776, -5.998], [-5.907, -2.416, -0.056], [8.539, -8.383, -2.897], [-4.757, -1.317, -0.160], [-0.185, -0.747, 0.096], [-2.315, -0.527, -1.031], [5.713, 2.448, 3.943], [2.853, 1.825, -0.941], [-2.727, 1.037, -1.148], [0.052, -2.920, 2.834], [3.090, -6.114, -1.316], [-2.953, -1.618, -3.884], [6.359, -8.668, -3.287], [-2.335, -0.284, -4.416], [-1.255, -3.098, -5.469], [-2.711, 1.764, 0.318], [-0.899, 4.549, 4.788], [-2.235, 4.725, 5.432], [6.433, 1.137, 3.955], [-4.121, -1.539, -2.771], [7.832, -7.066, -2.908], [3.799, -5.508, -3.318], [-2.413, -2.986, -4.413], [-3.587, -1.543, -1.249], [4.256, 0.833, 3.566], [-2.673, 0.755, -4.047], [-4.308, 3.080, 1.206], [-1.630, 2.124, 0.538], [2.548, -7.200, -3.829], [-2.907, -3.927, -3.958], [0.386, 1.408, 0.289], [7.113, 1.043, 4.803], [-2.528, 10.564, 5.688], [-2.779, 5.613, 5.103], [-0.712, -3.770, 2.629], [1.009, -3.219, 2.283], [2.618, -0.290, -0.093], [4.288, -7.553, -3.811], [-1.962, 1.646, -1.776], [0.008, 0.835, -1.511], [-4.208, 3.196, -0.655], [-3.108, 1.095, 1.153], [9.097, -8.570, -3.819], [-1.054, 8.655, 3.783], [2.101, -0.020, -1.916], [7.626, -6.657, -1.915], [-0.915, -4.157, -5.766], [0.243, -1.869, -6.747], [-2.131, -3.002, -1.710], [0.298, 0.207, 2.133], [-0.928, 8.745, 5.552], [-1.376, 5.910, -0.757], [-3.745, 1.227, -1.630], [5.504, 2.854, 4.937], [9.218, -8.484, -2.049], [1.441, -1.218, 1.624], [-0.877, 4.926, 3.765], [6.992, 0.955, 3.033], [4.863, -5.269, -3.231], [-2.684, -3.052, -0.084], [-1.512, -0.678, -1.859], [0.167, -2.868, 3.972], [-0.565, 3.507, 4.785]],
  "atomic_forces_ev_per_a": [[-0.59, -0.05, -0.18], [-1.46, 4.59, 3.79], [1.83, 3.13, -0.03], [2.24, -1.88, -2.94], [-0.62, -0.52, -3.49], [-2.50, 0.94, -2.01], [-0.01, 0.18, 0.07], [-0.10, -0.65, 3.60], [1.44, 2.50, 1.40], [-0.19, -0.06, 0.01], [1.45, -0.32, 2.93], [-3.65, 0.52, 0.50], [1.65, -2.72, 0.05], [-1.32, 0.09, 3.15], [0.10, 0.22, -0.11], [0.76, 0.47, -3.20], [-0.06, 0.18, 0.07], [0.01, 0.20, 0.06], [1.36, -2.02, 1.23], [0.93, -2.74, -2.35], [2.51, -2.38, 0.25], [-0.03, 3.21, 0.69], [-1.02, -0.66, 1.77], [2.74, -3.38, -1.58], [-0.37, 0.18, 0.77], [0.08, -0.55, 0.57], [1.50, 0.30, 0.06], [-0.01, 0.78, 0.39], [-1.78, -0.98, -3.72], [1.23, 0.53, 0.18], [1.06, 0.49, 0.04], [0.19, -0.49, 0.58], [0.21, -0.02, -1.22], [-0.44, -0.48, -0.98], [0.59, 0.53, -0.25], [-0.45, 0.44, -0.14], [-0.70, 0.50, -0.23], [0.06, -0.43, 0.51], [0.54, -0.10, -1.31], [2.42, -0.36, -0.44], [-0.61, 0.38, -0.19], [0.39, -0.43, 0.24], [-1.67, 0.62, 0.18], [-0.76, -1.90, 1.23], [0.45, -2.05, -0.56], [0.80, 0.51, 1.27], [-0.23, 0.06, -0.34], [0.97, -0.47, 0.35], [0.51, -0.51, -0.60], [-1.76, -1.00, -0.43], [-0.89, 0.91, -0.93], [-2.30, -1.44, -0.09], [-1.28, 0.37, -0.43], [0.10, 0.58, -0.43], [0.20, -0.65, -0.83], [-2.60, -0.58, 2.46], [-1.92, -1.79, 2.08], [0.88, -0.48, 0.32], [-0.03, 1.48, 1.57], [1.20, 1.47, 2.19], [0.20, 2.36, -1.56], [0.17, 0.65, -0.42], [0.40, -1.00, -1.01], [0.32, 1.24, 0.94], [-1.10, -1.31, 0.37], [-0.50, -0.33, 1.70], [2.77, 0.35, -2.10], [-1.19, -1.43, -0.13], [1.65, -3.54, -1.39], [-1.72, 3.61, 1.80], [0.19, 0.99, -0.57], [0.45, -0.11, -1.07], [-0.66, -0.43, -0.14], [0.88, -0.47, 0.32], [-0.12, -0.47, -2.80], [0.34, 0.66, -0.35], [-0.39, 0.36, -0.42], [0.97, 2.52, -0.62], [1.96, -0.80, 0.58], [-1.37, -0.92, -0.31], [0.60, -2.01, -0.75], [1.13, 0.83, -1.18], [-1.82, -1.06, -0.07], [0.01, 0.28, 0.01], [1.00, 1.70, -0.99], [-0.13, -1.05, -1.30], [-0.21, -0.15, -0.02], [0.06, 0.13, -0.13], [-0.09, -0.23, 0.04], [1.24, 1.36, 0.32], [-1.22, 0.70, 0.88], [-0.63, 1.17, -1.15], [-0.49, 0.18, 0.31], [-1.21, -1.25, 0.87], [0.62, 0.02, 1.72], [0.93, 0.46, 1.38], [0.75, 0.93, -1.26], [-0.11, 0.25, 0.00], [-0.11, 0.24, -0.01], [0.38, 0.49, 2.05], [0.04, 0.12, -0.13], [-0.49, 2.11, 0.37], [-1.62, 0.54, 1.39], [-0.35, 0.29, 0.69], [0.20, -1.60, -0.93], [-0.19, -0.16, -0.02], [-0.34, -0.67, 0.03], [1.34, -0.65, 0.66], [0.05, 0.13, -0.13], [-0.21, -0.14, -0.03], [-1.56, 0.54, 0.29], [0.10, 0.06, 0.23], [-0.11, 0.25, -0.01], [-0.10, 0.12, -0.14], [0.18, 0.26, -0.81], [-1.91, -0.36, 0.97], [0.22, -0.04, -1.62], [-0.23, 0.01, 0.11]],
  "lowdin_charge": [1.0322, 0.7544, 0.0661, 0.0889, 0.0630, 0.0532, 0.0805, 0.1088, 0.0189, 0.0778, 0.0576, 0.0496, 0.0478, 0.0244, 0.0769, 0.0535, 0.0838, 0.0782, 0.0321, 0.0370, 0.0635, 0.0939, -0.1963, -0.3644, 0.0670, 0.1375, 0.1638, 0.0864, -0.3556, 0.1787, 0.1571, 0.1451, 0.1550, 0.1536, 0.1443, 0.0479, 0.0908, 0.1198, -0.1612, -0.2229, 0.0780, 0.0954, 0.0955, -0.0455, -0.1855, -0.5354, -0.3592, -0.0622, -0.1617, -0.5206, -0.1050, -0.2858, -0.2137, -0.3227, -0.0766, 0.0126, -0.1835, -0.0614, -0.1584, -0.6994, -0.2301, -0.3238, -0.3608, -0.1104, -0.1123, -0.5314, -0.0597, -0.5073, 0.0736, -0.0268, -0.1610, -0.0681, -0.3168, -0.0687, -0.2714, -0.3186, -0.3178, 0.0101, -0.1800, -0.5257, 0.1191, 0.1294, 0.0977, 0.1554, 0.1161, 0.1174, 0.1441, 0.1776, 0.1572, 0.1022, 0.0783, 0.1020, 0.0986, 0.1194, 0.1178, 0.1199, 0.1200, 0.1512, 0.1506, 0.1053, 0.1802, 0.1030, 0.1174, 0.0163, 0.1499, 0.1469, 0.1000, 0.1039, 0.1780, 0.1471, 0.0973, 0.1057, 0.1488, 0.1690, 0.1019, 0.1190, 0.0989, 0.1509]
}


no.,electronic energy (eV)
1,-194360.3965
2,-154701.2537